(1)
C31H39N11O4S3Tl | ωB97M-V/def2-TZVPD

Each line ends with the Löwdin charge.
Positions of all 89 atoms, in Å:
Tl -0.07686 -0.84877 0.70684  0.737
C -0.03946 0.00223 4.08244  -0.150
N -0.26466 -1.26047 3.39794  -0.216
C 0.78154 -2.22647 3.70914  -0.130
C 0.68524 -3.47337 2.86994  -0.288
C 1.22554 -4.67037 3.32644  -0.007
C 1.11844 -5.80267 2.53854  -0.045
C 0.46144 -5.70797 1.32204  -0.045
C -0.02636 -4.47057 0.93944  -0.147
N 0.08474 -3.38187 1.68794  -0.002
C -1.58966 -1.77157 3.75104  -0.121
C -2.66336 -0.98647 3.04784  -0.296
C -3.65756 -0.29797 3.73054  -0.014
C -4.60746 0.40363 3.00474  -0.052
C -4.53976 0.37553 1.62104  -0.073
C -3.51646 -0.34607 1.02714  -0.206
N -2.59666 -0.99667 1.72044  0.006
C 1.13964 0.79393 3.59374  -0.274
C 1.71644 1.75393 4.42694  -0.004
C 2.79264 2.48983 3.96794  -0.050
C 3.26314 2.24733 2.68424  -0.062
C 2.59654 1.31253 1.91184  -0.170
N 1.56004 0.60903 2.34784  0.039
H 0.06014 -0.14927 5.17064  0.139
H -0.92146 0.63003 3.91054  0.101
H 0.76174 -2.50437 4.77634  0.139
H 1.74614 -1.75797 3.48964  0.115
H 1.73584 -4.70877 4.27504  0.116
H 1.53374 -6.74407 2.86424  0.112
H 0.33244 -6.57217 0.69064  0.108
H -0.53396 -4.34187 -0.00626  0.115
H -1.75186 -1.75987 4.84064  0.136
H -1.66126 -2.80067 3.39574  0.130
H -3.67936 -0.30687 4.80924  0.116
H -5.38426 0.96553 3.50184  0.114
H -5.25766 0.91003 1.02104  0.109
H -3.40896 -0.40377 -0.04716  0.106
H 1.31964 1.92723 5.41554  0.119
H 3.25944 3.23873 4.59094  0.112
H 4.11934 2.77633 2.29394  0.105
H 2.89334 1.12603 0.88794  0.110
S 2.63524 -2.35127 -0.07886  0.673
C 3.95744 -1.70577 0.66274  -0.835
N 5.01704 -1.29577 -0.14106  0.068
C 6.19924 -0.91907 0.36814  -0.057
C 6.35574 -0.87767 1.72344  -0.034
C 5.22044 -1.21007 2.50194  -0.107
N 4.08574 -1.58897 1.99874  0.072
H 4.87084 -1.38117 -1.13876  0.143
H 6.98794 -0.66867 -0.32536  0.136
H 7.29014 -0.61117 2.18044  0.105
H 5.26734 -1.16467 3.58254  0.121
C -4.76416 3.45033 -6.01376  -0.120
C -3.59896 2.72013 -5.38126  -0.292
S -2.45496 2.26693 -6.73686  0.647
O -2.03276 3.46493 -7.39766  -0.302
O -3.05356 1.22093 -7.50876  -0.293
C -0.97986 1.57033 -5.87926  -0.176
C -1.35236 0.22573 -5.27416  -0.151
N -0.46866 -0.16237 -4.19686  0.051
C -0.53106 0.29723 -2.92386  -0.339
N 0.43134 -0.20987 -2.17416  0.040
C 1.16614 -1.00307 -2.97096  -0.065
C 0.63444 -0.99007 -4.24376  -0.135
N 1.10514 -1.69787 -5.36616  -0.347
O 2.21224 -2.18467 -5.25866  0.099
O 0.38744 -1.78877 -6.34286  0.089
C -1.52406 1.27593 -2.42306  0.010
H -5.50626 3.72583 -5.26596  0.083
H -5.22886 2.80673 -6.75716  0.083
H -4.40836 4.34943 -6.51126  0.080
H -3.92336 1.80053 -4.90346  0.086
H -3.04966 3.34963 -4.68756  0.096
H -0.69086 2.30583 -5.13266  0.095
H -0.19786 1.48423 -6.63076  0.114
H -1.33956 -0.53817 -6.05506  0.123
H -2.35876 0.28413 -4.85616  0.112
H 1.99844 -1.56597 -2.60346  0.051
H -2.54196 0.98583 -2.67646  0.086
H -1.33256 2.26143 -2.84676  0.085
H -1.43816 1.33903 -1.34046  0.026
N -0.64236 4.36703 2.35064  0.097
C -0.52746 3.34423 1.48284  -0.937
N 0.46804 3.39123 0.58014  0.107
S -1.56656 2.05223 1.53314  0.683
H -0.13106 5.22413 2.21824  0.107
H -1.47166 4.41113 2.91794  0.096
H 1.17794 4.10443 0.61354  0.112
H 0.63754 2.56473 0.03254  0.080

Cartesian forces (eV/Å) of the 2 atoms listed first:
-0.088 -0.059 -0.312
-0.178 0.065 0.090

Summary:
* total charge: +1
* gap between HOMO and LUMO: 7.16 eV
* energy above the lowest of the compared OMol25 structures with the same formula, charge and spin: 21.5 kcal/mol
* F_max: 0.02687 hartree/bohr
* E_LUMO: -2.574 eV

---

(2)
C42H57BiGeNO3S | ωB97M-V/def2-TZVPD

Each line ends with the Löwdin charge.
Positions of all 106 atoms, in Å:
Bi -1.77921 -1.42542 -0.54051  1.905
C 5.07173 2.01133 -2.46331  -0.005
C 3.85999 2.43078 -1.59958  -0.542
C 3.34367 3.81050 -2.07454  -0.004
C 4.29372 2.53796 -0.13943  -0.042
C 2.74938 1.44415 -1.80858  -0.074
C 2.21630 0.71363 -0.79219  0.051
C 1.05887 -0.05552 -1.03626  -0.125
N 0.39647 -0.77026 -0.16706  -0.012
C 0.80352 -0.98740 1.16883  -0.161
C 2.06254 -1.27878 1.57762  0.066
C 2.32317 -1.48071 2.96630  -0.064
C 1.26436 -1.29778 3.89178  0.085
C -0.02962 -1.01832 3.53659  -0.035
C -0.29576 -1.00924 2.11440  -0.236
O -1.47764 -1.04742 1.63582  -0.248
C -1.12044 -0.71022 4.55142  -0.524
C -1.71511 0.67200 4.20367  -0.024
C -2.22428 -1.78544 4.49766  -0.020
C -0.56651 -0.65596 5.97382  -0.041
C 3.70433 -1.89265 3.40262  -0.546
C 3.89492 -1.82006 4.92000  -0.038
C 3.86735 -3.36480 2.94350  -0.008
C 4.77200 -1.02428 2.71511  -0.028
C 0.38682 0.03465 -2.41859  -0.218
O -0.75918 -0.38295 -2.51312  -0.112
C 1.12108 0.63043 -3.53588  -0.068
C 2.23642 1.28839 -3.19238  0.099
C 0.58735 0.53039 -4.96276  -0.529
C 1.61989 1.04774 -5.96850  -0.039
C 0.27054 -0.93380 -5.30889  -0.022
C -0.68622 1.38863 -5.08135  -0.017
H 5.89074 2.70084 -2.25737  0.107
H 4.86434 2.05925 -3.53266  0.088
H 5.40745 1.00183 -2.21773  0.101
H 4.13794 4.54361 -1.92906  0.108
H 2.47368 4.12439 -1.49277  0.078
H 3.07852 3.81650 -3.13340  0.090
H 5.05959 3.30764 -0.05230  0.104
H 4.72889 1.60346 0.22480  0.089
H 3.46494 2.82678 0.51216  0.094
H 2.62074 0.76836 0.20534  0.107
H 2.85309 -1.37150 0.84551  0.131
H 1.49261 -1.37472 4.94217  0.104
H -2.19242 0.66729 3.22255  0.039
H -0.94370 1.44653 4.21767  0.100
H -2.46875 0.93682 4.94606  0.104
H -2.67423 -1.86562 3.50904  0.058
H -3.00763 -1.52186 5.20940  0.102
H -1.82703 -2.76182 4.78447  0.099
H 0.23464 0.08002 6.07619  0.101
H -0.20445 -1.62851 6.31393  0.100
H -1.36929 -0.35626 6.64738  0.104
H 3.24449 -2.51769 5.45101  0.096
H 3.72477 -0.81135 5.30510  0.103
H 4.92190 -2.09168 5.16086  0.103
H 3.11576 -4.00829 3.40439  0.098
H 4.85206 -3.71706 3.25358  0.107
H 3.79832 -3.46450 1.85813  0.088
H 4.63863 0.03301 2.95916  0.099
H 4.77731 -1.13893 1.62915  0.076
H 5.75593 -1.32698 3.07304  0.104
H 2.81242 1.76183 -3.97338  0.111
H 2.57286 0.51924 -5.88260  0.103
H 1.79769 2.12146 -5.86788  0.097
H 1.24334 0.87882 -6.97640  0.104
H 1.16908 -1.55242 -5.25223  0.102
H -0.09788 -0.98252 -6.33387  0.102
H -0.49514 -1.36392 -4.66296  0.074
H -0.48781 2.42485 -4.79587  0.092
H -1.50054 1.00059 -4.46621  0.060
H -1.02361 1.38769 -6.11855  0.105
C -2.75083 -5.97156 0.96796  -0.225
S -3.28724 -4.30468 1.27119  0.912
C -5.00995 -4.49292 0.87451  -0.225
O -2.70365 -3.50410 0.07666  -0.789
H -3.30053 -6.62944 1.64245  0.080
H -1.68645 -6.03042 1.18598  0.067
H -2.95133 -6.21979 -0.07375  0.079
H -5.43113 -5.24422 1.54395  0.080
H -5.09441 -4.80359 -0.16626  0.079
H -5.50403 -3.53763 1.04125  0.065
Ge -3.16941 0.93158 0.02935  0.981
C -4.47484 0.64689 -1.35721  -0.393
C -4.15017 0.28808 -2.66727  -0.137
C -5.14089 0.26564 -3.63587  -0.046
C -6.45048 0.59539 -3.29664  -0.027
C -6.77469 0.94455 -1.99223  -0.039
C -5.79375 0.95187 -1.00942  -0.103
C -1.91176 2.35180 -0.15969  -0.359
C -1.41761 2.69001 -1.42690  -0.108
C -0.64100 3.82763 -1.57655  -0.056
C -0.34709 4.61822 -0.46720  -0.040
C -0.83476 4.28132 0.79033  -0.041
C -1.61050 3.14277 0.95183  -0.097
H -3.80865 0.87143 1.41383  0.009
H -3.13023 0.04632 -2.95703  0.061
H -4.89354 0.00047 -4.65603  0.121
H -7.22293 0.56988 -4.05418  0.126
H -7.79228 1.20750 -1.73406  0.125
H -6.06039 1.20534 0.00963  0.103
H -1.68288 2.10603 -2.30078  0.085
H -0.29186 4.12235 -2.55886  0.116
H 0.25280 5.51165 -0.58751  0.123
H -0.62430 4.91427 1.64257  0.123
H -1.99900 2.89260 1.93379  0.098

Cartesian forces (eV/Å) of the 2 atoms listed first:
0.035 -0.879 -0.255
-0.038 -0.005 0.034

Summary:
* total charge: +3
* gap between HOMO and LUMO (spin up / spin down): 5.18 / 5.53 eV
* energy above the lowest of the compared OMol25 structures with the same formula, charge and spin: 18.2 kcal/mol
* F_max: 0.03034 hartree/bohr
* E_LUMO (spin up / spin down): -11.179 / -10.633 eV